1.
Entry from the OMol25 dataset: a molecular structure, C14H23MnN2OP at a distorted geometry (ωB97M-V/def2-TZVPD).

Element x y z (Å)
C (-2.86, 0.21, -2.72)
C (-2.64, -1.01, -2.10)
C (-1.88, -1.09, -0.93)
C (-1.35, 0.07, -0.35)
C (-1.57, 1.30, -0.98)
C (-2.35, 1.38, -2.15)
C (-1.71, -2.44, -0.26)
C (-0.29, -2.97, -0.02)
N (0.78, -1.92, 0.16)
Mn (-0.19, -0.24, 1.22)
C (-0.96, 2.58, -0.43)
P (0.67, 2.30, 0.31)
H (-3.04, -1.94, -2.53)
H (-2.52, 2.35, -2.61)
H (-3.43, 0.26, -3.65)
H (-1.58, 3.02, 0.37)
H (-0.82, 3.33, -1.22)
H (-2.23, -2.45, 0.71)
H (-2.20, -3.19, -0.89)
H (-0.29, -3.59, 0.89)
C (1.36, 3.64, 1.28)
C (1.76, 1.89, -1.06)
H (0.04, -3.61, -0.87)
C (1.34, -1.55, -1.16)
C (1.87, -2.48, 0.99)
H (0.72, 1.25, 1.34)
H (1.74, -2.45, -1.65)
H (0.56, -1.11, -1.80)
H (2.14, -0.82, -1.03)
H (2.37, -3.29, 0.44)
H (2.60, -1.69, 1.22)
H (1.46, -2.88, 1.92)
H (2.01, 2.80, -1.63)
H (2.69, 1.45, -0.66)
H (1.29, 1.18, -1.73)
H (1.49, 4.54, 0.66)
H (0.68, 3.86, 2.11)
H (2.33, 3.33, 1.68)
H (1.64, 0.20, 3.49)
O (-0.42, -0.18, 5.61)
C (0.15, -0.05, 4.59)
N (0.62, 0.01, 3.44)

The total energy comes out at -60510.552 eV. The value obtained for the HOMO energy (alpha / beta) is -15.07 / -15.01 eV. Its largest force on an atom is 3.8 eV Å⁻¹. As for the spin multiplicity: 4. The HOMO-LUMO gap (alpha / beta) is 7.3887 / 8.2283 eV. As for the charge: +2. The LUMO energy (alpha / beta) comes out at -7.7 / -6.8 eV.

2.
Entry from the OMol25 dataset: 2 unconnected molecules or ions with the total composition C14H23N2O2 at a distorted geometry (ωB97M-V/def2-TZVPD).

Element x y z (Å)
C (0.42, -1.01, 2.12)
C (1.18, 0.26, 2.16)
C (0.39, 1.53, 2.27)
C (2.57, 0.25, 2.19)
C (3.34, 1.45, 2.23)
C (4.71, 1.41, 2.25)
C (5.38, 0.20, 2.27)
C (4.67, -0.99, 2.25)
C (3.30, -0.98, 2.21)
H (0.78, -1.68, 1.34)
H (0.50, -1.54, 3.08)
H (-0.65, -0.84, 1.93)
H (0.89, 2.37, 1.80)
H (-0.58, 1.42, 1.79)
H (0.23, 1.78, 3.32)
H (2.85, 2.41, 2.23)
H (5.28, 2.33, 2.27)
H (6.46, 0.18, 2.29)
H (5.20, -1.93, 2.28)
H (2.76, -1.91, 2.21)
C (-3.28, -1.47, -1.32)
C (-3.35, -0.36, -2.36)
C (-3.06, -0.91, -3.76)
C (-4.75, 0.27, -2.34)
O (-2.39, 0.69, -2.04)
C (-1.09, 0.25, -1.97)
N (-0.12, 1.22, -1.76)
N (1.06, 0.83, -1.17)
O (-0.74, -0.91, -2.06)
H (-3.53, -1.08, -0.33)
H (-3.96, -2.29, -1.57)
H (-2.27, -1.88, -1.26)
H (-3.11, -0.11, -4.50)
H (-2.06, -1.34, -3.81)
H (-3.78, -1.67, -4.04)
H (-4.81, 1.10, -3.04)
H (-5.50, -0.47, -2.60)
H (-4.97, 0.65, -1.35)
H (-0.42, 2.14, -1.43)
H (0.99, 0.62, -0.18)
H (1.45, 0.00, -1.61)

The total energy comes out at -21958.566 eV. The value obtained for the HOMO energy is -12.22 eV. Its largest force on an atom is 1.9 eV Å⁻¹. As for the spin multiplicity: 1. The HOMO-LUMO gap is 6.0709 eV. As for the charge: +1. The LUMO energy comes out at -6.2 eV.

3.
Entry from the OMol25 dataset: 2 unconnected molecules or ions with the total composition C14H23N3O2 at a distorted geometry (ωB97M-V/def2-TZVPD).

Element x y z (Å)
C (-4.50, 0.67, 1.32)
N (-3.14, 0.87, 0.84)
C (-2.49, 0.03, 0.02)
O (-3.03, -0.98, -0.42)
C (-1.05, 0.36, -0.40)
C (-0.03, 0.09, 0.73)
C (-0.05, -1.34, 1.25)
C (-0.85, -1.68, 2.36)
C (-0.86, -3.00, 2.84)
C (-0.08, -3.98, 2.22)
C (0.71, -3.65, 1.11)
C (0.73, -2.33, 0.62)
N (-0.84, 1.71, -0.97)
C (-1.03, 2.89, -0.37)
C (-0.83, 4.11, -1.24)
O (-1.35, 3.02, 0.80)
H (-4.56, -0.26, 1.88)
H (-4.80, 1.50, 1.97)
H (-5.19, 0.62, 0.48)
H (-2.63, 1.70, 1.14)
H (-0.82, -0.35, -1.19)
H (0.97, 0.31, 0.37)
H (-0.23, 0.76, 1.56)
H (-1.46, -0.92, 2.84)
H (-1.48, -3.25, 3.70)
H (-0.10, -5.00, 2.59)
H (1.31, -4.41, 0.62)
H (1.34, -2.08, -0.23)
H (-0.57, 1.74, -1.94)
H (-1.64, 4.16, -1.96)
H (0.13, 4.04, -1.75)
H (-0.85, 4.99, -0.61)
C (3.07, 0.76, -1.55)
N (4.10, 0.38, -2.53)
C (4.61, -1.00, -2.44)
H (3.46, 0.71, -0.53)
H (2.21, 0.09, -1.63)
H (2.73, 1.78, -1.74)
H (4.87, 1.05, -2.52)
H (5.10, -1.17, -1.47)
H (3.79, -1.72, -2.53)
H (5.33, -1.19, -3.23)

As for the structure (SMILES): CNC(=O)[C@H](Cc1ccccc1)NC(C)=O.CNC. The total energy comes out at -23457.163 eV. The value obtained for the HOMO energy is -8.82 eV. Its largest force on an atom is 1.3 eV Å⁻¹. As for the spin multiplicity: 1. The HOMO-LUMO gap is 9.4063 eV. The LUMO energy comes out at 0.6 eV.

4.
Entry from the OMol25 dataset: a molecular structure, C14H23N7O3 at a distorted geometry (ωB97M-V/def2-TZVPD).

Element x y z (Å)
C (0.61, 4.67, 0.27)
C (-0.06, 3.24, 0.01)
H (-0.06, 2.60, 1.01)
H (-1.04, 3.49, -0.19)
C (0.83, 2.49, -1.09)
N (0.38, 1.16, -0.78)
C (1.24, 0.41, -1.50)
H (0.91, -0.79, -1.77)
C (2.62, -0.19, -0.60)
C (3.49, -1.07, -1.44)
H (4.29, -1.42, -0.57)
H (3.94, -0.67, -2.16)
H (3.13, -1.95, -1.80)
H (2.10, -0.69, 0.32)
H (3.16, 0.71, -0.37)
H (1.57, 0.80, -2.39)
C (-1.02, 0.81, -1.12)
C (-1.31, -0.53, -0.38)
C (-1.04, -1.24, 0.90)
N (-1.43, -2.36, 1.04)
N (-1.64, -2.80, -0.14)
N (-1.82, -1.67, -0.86)
C (-2.17, -1.98, -2.24)
N (-2.35, -0.93, -3.15)
O (-2.46, -1.86, -4.27)
N (-2.80, -3.03, -4.22)
C (-2.41, -3.09, -3.05)
N (-2.46, -4.55, -2.25)
H (-2.87, -5.07, -2.75)
H (-2.35, -4.36, -1.36)
C (-0.55, -0.41, 2.13)
O (-0.68, 0.84, 2.22)
O (0.13, -1.08, 2.90)
C (0.72, -0.32, 4.01)
C (-0.38, -0.34, 5.15)
H (-1.36, 0.05, 4.97)
H (0.15, -0.09, 6.05)
H (-0.98, -1.31, 5.41)
H (1.51, -1.01, 4.43)
H (0.88, 0.63, 4.02)
H (-1.77, 1.52, -0.55)
H (-1.47, 0.82, -1.88)
H (0.39, 2.90, -1.90)
H (1.78, 2.71, -0.90)
H (0.28, 5.25, 1.15)
H (1.70, 4.46, 0.46)
H (0.68, 5.25, -0.77)

The total energy comes out at -31444.891 eV. The value obtained for the HOMO energy is -8.80 eV. Its largest force on an atom is 18.1 eV Å⁻¹. As for the spin multiplicity: 1. The HOMO-LUMO gap is 8.1936 eV. The LUMO energy comes out at -0.6 eV.

5.
Entry from the OMol25 dataset: 2 unconnected molecules or ions with the total composition C14H23O at a distorted geometry (ωB97M-V/def2-TZVPD).

Element x y z (Å)
C (-2.08, -1.01, -1.36)
C (-3.05, -1.40, -0.29)
C (-0.75, -1.26, -1.25)
C (-2.66, -0.32, -2.55)
H (-2.54, -1.74, 0.62)
H (-3.69, -0.54, -0.01)
H (-3.73, -2.18, -0.65)
H (-0.08, -1.07, -2.10)
H (-0.38, -2.00, -0.53)
H (-3.35, 0.49, -2.24)
H (-1.88, 0.11, -3.20)
H (-3.27, -1.02, -3.16)
H (-0.02, 0.65, -0.75)
C (-5.83, 4.11, -2.51)
H (-5.66, 3.37, -3.30)
H (-5.32, 5.03, -2.81)
H (-6.91, 4.33, -2.47)
C (-5.35, 3.60, -1.16)
H (-5.94, 2.70, -0.91)
C (-3.89, 3.18, -1.13)
C (-3.01, 3.49, -2.13)
H (-3.34, 4.05, -3.01)
C (-1.59, 3.04, -2.12)
H (-1.33, 2.49, -3.06)
C (-1.23, 2.19, -0.96)
O (-0.02, 1.68, -1.02)
C (-2.13, 1.94, 0.06)
H (-1.80, 1.34, 0.92)
C (-3.44, 2.44, 0.00)
H (-4.15, 2.19, 0.79)
C (-5.64, 4.62, -0.03)
H (-6.72, 4.84, -0.04)
H (-5.43, 4.14, 0.94)
C (-4.84, 5.91, -0.14)
H (-5.09, 6.60, 0.68)
H (-3.76, 5.72, -0.10)
H (-5.05, 6.45, -1.08)
H (-0.90, 3.91, -2.16)

The total energy comes out at -16936.676 eV. The value obtained for the HOMO energy (alpha / beta) is -6.29 / -8.49 eV. Its largest force on an atom is 3.7 eV Å⁻¹. As for the spin multiplicity: 2. The HOMO-LUMO gap (alpha / beta) is 7.1297 / 8.6594 eV. The LUMO energy (alpha / beta) comes out at 0.8 / 0.2 eV.

6.
Entry from the OMol25 dataset: a molecular structure, C14H23OPr at a distorted geometry (ωB97M-V/def2-TZVPD).

Element x y z (Å)
C (1.64, 3.20, 1.86)
H (1.45, 3.92, 2.67)
H (2.72, 3.28, 1.60)
H (2.19, 2.03, 3.23)
C (0.77, 3.53, 0.62)
H (0.95, 2.79, -0.16)
H (-0.29, 3.45, 0.91)
C (1.04, 4.93, 0.08)
H (0.40, 5.13, -0.78)
H (0.84, 5.70, 0.83)
H (2.08, 5.04, -0.25)
C (-1.22, -2.90, -0.47)
C (-1.66, -1.84, -1.34)
C (-0.54, -0.97, -1.57)
C (0.59, -1.49, -0.86)
C (0.17, -2.68, -0.17)
C (0.92, -3.31, 0.94)
C (1.89, -0.81, -0.68)
C (-0.61, 0.38, -2.18)
C (-3.08, -1.45, -1.54)
C (-2.12, -3.75, 0.35)
Pr (-1.10, -0.85, 0.80)
H (2.68, -1.55, -0.49)
H (2.15, -0.24, -1.59)
H (1.89, -0.10, 0.17)
H (1.99, -3.31, 0.71)
H (0.78, -2.79, 1.91)
H (0.59, -4.35, 1.07)
H (-2.48, -3.25, 1.28)
H (-3.01, -4.01, -0.24)
H (-1.60, -4.67, 0.64)
H (-3.17, -0.89, -2.48)
H (-3.70, -2.35, -1.60)
H (-3.49, -0.82, -0.72)
H (-0.80, 1.19, -1.45)
H (0.34, 0.62, -2.68)
H (-1.41, 0.42, -2.93)
O (0.73, 0.92, 2.10)
C (1.46, 1.86, 2.43)

The total energy comes out at -30991.309 eV. The value obtained for the HOMO energy (alpha / beta) is -16.50 / -16.45 eV. Its largest force on an atom is 3.2 eV Å⁻¹. As for the spin multiplicity: 3. The HOMO-LUMO gap (alpha / beta) is 8.4346 / 9.0418 eV. As for the charge: +2. The LUMO energy (alpha / beta) comes out at -8.1 / -7.4 eV.